[1]
DFT (ωB97M-V/def2-TZVPD) results for one molecule with the formula C4H9P in a non-equilibrium geometry.

Results
- LUMO (spin up / spin down): -0.617 / 0.357 eV
- SMILES string: [H]/P=C(/C)CC

Positions of all 14 atoms, in Å:
C -0.1325 -0.5304 0.5607
C 1.2780 -1.0674 0.7791
C -0.1310 1.0393 -1.3378
C -0.4198 0.8655 0.1782
P -1.8295 -1.9189 0.8679
H 2.1070 -0.3133 0.5197
H 1.3696 -1.9555 0.1023
H 1.3019 -1.2737 1.8290
H -0.3081 2.1261 -1.6574
H -0.6662 0.2183 -1.8352
H 0.9199 0.9919 -1.4797
H 0.2531 1.4727 0.8075
H -1.3996 1.1544 0.4003
H -2.3430 -0.8090 0.2653

Cartesian forces (eV/Å) of the 6 atoms listed first:
-2.6 -3.7 1.1
-0.3 1.3 -1.9
-0.5 1.7 0.8
1.8 -0.3 -0.4
4.5 2.6 -0.5
-1.2 -1.0 0.3

These are the Mulliken partial charges, in e, on atoms 1 to 6: -0.006 -1.015 -0.972 -0.600 0.038 0.275



[2]
DFT (ωB97M-V/def2-TZVPD) results for a 2-piece molecular cluster, CH6N2S2 overall.

Results
- LUMO: 0.497 eV
- SMILES string: [H]/N=C/N.SS

Positions of all 11 atoms, in Å:
S 2.2941 0.1841 -0.8706
S 2.4226 -1.1205 0.7458
H 1.0052 -0.0766 -1.1327
H 3.1130 -2.0834 0.1186
N -1.1072 1.4293 0.5015
C -1.4727 0.1550 0.1798
N -1.1029 -0.4011 -0.9020
H -1.1861 1.7040 1.4640
H -0.3756 1.8577 -0.0516
H -2.0425 -0.3443 0.9652
H -1.5478 -1.3042 -1.0179

Cartesian forces (eV/Å) of the 6 atoms listed first:
0.2 -0.1 0.4
0.1 0.3 -0.2
-0.3 -0.1 -0.2
-0.1 -0.1 0.0
0.0 -0.1 0.0
0.5 0.0 0.2

These are the Mulliken partial charges, in e, on atoms 1 to 6: -0.219 -0.185 0.211 0.155 -0.399 0.091



[3]
DFT (ωB97M-V/def2-TZVPD) results for one molecule with the formula CH4N2O3 in a non-equilibrium geometry.

Results
- LUMO: -0.270 eV
- SMILES string: N[C@@H](O)[N+](=O)[O-]

Positions of all 10 atoms, in Å:
C -0.2811 0.1405 -0.5243
N -1.0682 -0.7791 0.2538
N 1.1174 -0.0918 -0.0168
O 1.5912 -1.1959 -0.2417
O 1.5433 0.7809 0.7089
O -0.6500 1.4519 -0.3351
H -0.5921 0.0279 -1.6060
H -0.5914 -1.7081 0.0901
H -1.0329 -0.5615 1.3458
H -0.0361 1.9354 0.3253

Cartesian forces (eV/Å) of the 6 atoms listed first:
-2.7 1.1 -0.3
0.5 -1.1 2.3
0.4 -0.5 -0.8
0.3 1.1 0.3
0.8 -0.4 0.0
1.3 1.6 1.6

These are the Mulliken partial charges, in e, on atoms 1 to 6: 0.124 -0.595 0.945 -0.557 -0.599 -0.505



[4]
DFT (ωB97M-V/def2-TZVPD) results for a 5-piece molecular cluster, C28H48INO17P overall in a non-equilibrium geometry.

Results
- LUMO: 1.978 eV
- Total charge: -1

Positions of all 96 atoms, in Å:
C -3.8290 3.6122 -5.3405
C -4.7810 2.4194 -5.3757
O -4.2399 1.3181 -6.1269
P -3.6226 0.0998 -5.2820
O -4.5845 -0.5656 -4.3834
C -2.1560 0.7694 -4.5039
C -0.9887 -0.2028 -4.2711
C -0.9832 -0.9106 -2.9153
C -1.2242 0.0105 -1.7231
N -1.0583 -0.7348 -0.4744
C -1.9778 -0.4243 0.5993
C -3.1400 -1.4238 0.6485
C -3.8503 -1.6929 -0.6631
I -4.5569 -0.6904 2.1191
C -0.2308 1.2102 -1.7912
O 0.9560 0.9027 -1.5109
O -0.7031 2.3354 -2.1288
O -3.1203 -0.7964 -6.5048
C -3.5205 -2.1715 -6.6110
C -2.8703 -3.0606 -5.5720
H -3.3643 3.7371 -4.3630
H -3.0288 3.4704 -6.0659
H -4.3575 4.5337 -5.5846
H -5.0348 2.0774 -4.3692
H -5.7184 2.6831 -5.8640
H -2.4719 1.2274 -3.5652
H -1.8199 1.5917 -5.1366
H -0.0621 0.3649 -4.3642
H -0.9722 -0.9557 -5.0620
H -1.7060 -1.7319 -2.8759
H 0.0104 -1.3429 -2.7693
H -2.2346 0.4228 -1.7531
H -0.1007 -0.5918 -0.1776
H -2.3626 0.6040 0.5658
H -1.4368 -0.5195 1.5441
H -2.7858 -2.3530 1.0907
H -4.0641 -0.7765 -1.2125
H -3.2169 -2.3317 -1.2798
H -4.8013 -2.2000 -0.5062
H -4.6076 -2.2325 -6.5494
H -3.2170 -2.4639 -7.6158
H -1.8001 -3.1637 -5.7485
H -3.3297 -4.0502 -5.6190
H -3.0376 -2.6704 -4.5687
C 3.6430 0.9021 -0.4597
C 3.8085 0.2969 0.9016
C 3.8245 1.2796 2.0568
O 4.6848 0.6297 3.0154
C 5.4991 -0.2054 2.3405
O 6.4434 -0.7552 2.8315
O 5.1182 -0.3289 1.0674
H 2.7792 1.5683 -0.4732
H 4.5440 1.4536 -0.7375
H 3.4393 0.1468 -1.2143
H 3.0690 -0.4877 1.0763
H 2.8519 1.4581 2.5046
H 4.2839 2.2279 1.7696
C 8.6574 -2.2606 0.5562
C 9.8704 -1.6314 1.1845
C 9.6914 -0.1916 1.6201
O 11.0145 0.3449 1.4723
C 11.6679 -0.3947 0.5471
O 12.7183 -0.1055 0.0693
O 10.9607 -1.5037 0.2442
H 7.7872 -2.0634 1.1841
H 8.4818 -1.8385 -0.4335
H 8.7776 -3.3381 0.4531
H 10.2405 -2.2345 2.0182
H 9.3575 -0.0840 2.6475
H 9.0146 0.3504 0.9556
C -9.9676 -1.8904 3.6940
C -9.8656 -1.2981 2.3110
C -10.4681 -2.1330 1.1953
O -9.6465 -1.8003 0.0784
C -8.4330 -1.3936 0.5469
O -7.4712 -1.2203 -0.1173
O -8.4965 -1.2207 1.8915
H -10.9933 -2.2085 3.8890
H -9.3076 -2.7540 3.7748
H -9.6810 -1.1682 4.4562
H -10.2714 -0.2821 2.2856
H -11.5037 -1.8914 0.9697
H -10.3724 -3.2031 1.4018
C 5.9684 2.6721 5.8929
C 5.0041 3.1395 6.9516
C 4.4544 2.0494 7.8531
O 3.1581 2.5494 8.1916
C 2.7607 3.3965 7.2088
O 1.6674 3.8445 7.1051
O 3.7906 3.6528 6.3702
H 6.7325 2.0379 6.3449
H 5.4447 2.0946 5.1304
H 6.4641 3.5132 5.4110
H 5.4346 3.9474 7.5507
H 5.0293 1.8931 8.7619
H 4.3420 1.1049 7.3147

Cartesian forces (eV/Å) of the 6 atoms listed first:
0.0 0.0 0.1
-0.1 0.0 0.1
0.0 0.0 0.1
-0.1 -0.1 0.0
0.1 0.0 -0.1
0.0 0.0 -0.2

These are the Mulliken partial charges, in e, on atoms 1 to 6: -1.059 -0.275 -0.564 0.887 -0.687 -0.438



[5]
DFT (ωB97M-V/def2-TZVPD) results for one molecule with the formula C4H13NSi2 in a non-equilibrium geometry.

Results
- LUMO: 0.330 eV

Positions of all 20 atoms, in Å:
C -2.2310 -1.4643 -0.4224
C -1.5069 0.7029 1.1853
C 2.5331 -0.5930 0.2238
C 1.4122 1.2241 -0.7212
N 1.3450 0.1578 0.2030
Si -2.5681 0.3747 -0.3520
Si 0.0215 -0.5160 1.0245
H -2.8348 -2.0051 0.3625
H -2.3173 -1.8222 -1.3965
H -1.1364 1.6535 1.4178
H -2.1947 0.4648 2.0102
H 3.1617 -0.6127 1.0776
H 2.3275 -1.6336 0.0001
H 3.3018 -0.1258 -0.5026
H 2.3369 1.8131 -0.5014
H 1.5536 0.6615 -1.6704
H 0.4002 1.8124 -0.6275
H -1.8803 1.1127 -1.4181
H -3.9202 0.8435 -0.3697
H 0.5297 -1.3636 2.1491

Cartesian forces (eV/Å) of the 6 atoms listed first:
0.5 1.6 2.9
0.3 -1.4 0.4
2.7 -0.5 -2.0
-1.5 0.9 -0.6
-1.0 -0.5 2.5
2.2 -1.3 0.2

These are the Mulliken partial charges, in e, on atoms 1 to 6: -0.864 -0.974 -1.126 -0.905 0.301 0.469



[6]
DFT (ωB97M-V/def2-TZVPD) results for one molecule with the formula C6H10O3 in a non-equilibrium geometry.

Results
- LUMO: 0.642 eV

Positions of all 19 atoms, in Å:
C -0.6367 -0.4911 0.7177
C -0.5281 -1.9864 0.5407
C -2.0016 -0.0114 1.1822
O -0.3859 0.1346 -0.6094
H -0.5648 1.1384 -0.5480
H 0.1474 -0.1331 1.3959
H -2.7733 -0.3275 0.4822
H 0.4063 -2.1912 -0.0050
H -0.5053 -2.4799 1.5055
H -1.3533 -2.3670 -0.0491
H -2.0202 1.0741 1.2676
H -2.2249 -0.4338 2.1595
C 1.3079 1.6969 -1.0150
O 2.5135 2.1345 -1.3624
C 1.1114 0.2619 -0.9986
C 1.7806 -0.8695 -1.1623
O 0.3802 2.4658 -0.7254
H 2.5217 3.1037 -1.3469
H 2.8253 -0.7190 -1.4292

Cartesian forces (eV/Å) of the 6 atoms listed first:
-0.2 -0.2 0.3
0.5 0.1 -0.4
0.3 0.0 -0.2
-0.2 0.8 0.3
-0.2 -0.4 0.0
0.0 0.1 -0.2

These are the Mulliken partial charges, in e, on atoms 1 to 6: 0.458 -1.130 -1.391 -0.370 0.540 0.248



[7]
DFT (ωB97M-V/def2-TZVPD) results for a 2-piece molecular cluster, C11H10O3 overall in a non-equilibrium geometry.

Results
- LUMO: -1.171 eV

Positions of all 24 atoms, in Å:
C 2.5226 1.9107 -0.1103
C 1.4490 1.6174 -0.9441
C 3.0446 0.9461 0.7064
C -3.6755 0.3675 -0.1024
C 0.8352 0.3760 -0.9389
C 2.4557 -0.3148 0.7579
C -2.6016 0.3513 0.8375
C -3.4390 -0.6934 -0.9388
C 1.3685 -0.6071 -0.0407
C -1.8255 -0.7504 0.5796
C 0.8761 -1.9212 -0.0505
O -2.3550 -1.3952 -0.5272
O 1.1961 -2.8429 0.8341
O 0.1737 -2.4186 -1.0080
H 3.0246 2.8747 -0.2568
H 0.9373 2.5057 -1.3749
H 3.6864 1.1125 1.5813
H -4.4978 1.0259 -0.1011
H -0.1238 0.1968 -1.4530
H 2.9657 -1.0307 1.2066
H -2.4872 0.7367 1.7899
H -4.0478 -0.9925 -1.8064
H 0.6344 -3.5472 0.6947
H -0.1683 -1.7466 -1.6756

Cartesian forces (eV/Å) of the 6 atoms listed first:
0.9 0.5 -0.7
-1.5 0.7 -0.1
-0.4 -0.5 1.9
1.0 -1.1 -0.3
0.2 -0.2 1.0
-1.5 3.1 -2.8

These are the Mulliken partial charges, in e, on atoms 1 to 6: -0.347 -0.686 -0.541 -0.400 -0.395 -0.542



[8]
DFT (ωB97M-V/def2-TZVPD) results for a 2-piece molecular cluster, C5H11NO overall in a non-equilibrium geometry.

Results
- LUMO (spin up / spin down): 0.873 / 0.874 eV

Positions of all 18 atoms, in Å:
C 0.9931 -0.1650 -1.6176
C 0.5577 -0.0993 1.3926
C 0.0271 1.8627 0.0799
C -1.7380 -1.3237 0.0303
C -0.2859 0.4161 0.2450
N 1.6473 -1.2041 -1.3687
O -1.6004 0.0783 0.0478
H 1.1351 0.8272 -2.1401
H -0.0901 -0.8492 1.8969
H 1.4516 -0.5073 0.9895
H 0.7478 0.6293 2.1707
H 0.9641 2.2242 0.3632
H -0.2283 2.2219 -1.0017
H -0.7203 2.5018 0.8010
H -2.2436 -1.7503 0.8259
H -0.8135 -1.8465 -0.0484
H -2.3275 -1.7669 -0.8065
H 2.5237 -1.2491 -1.8599

Cartesian forces (eV/Å) of the 6 atoms listed first:
-1.6 0.8 3.8
-2.7 -1.4 0.4
-5.0 2.3 -1.2
-0.4 -1.1 -2.1
2.7 1.1 -2.3
-0.4 1.1 -0.4

These are the Mulliken partial charges, in e, on atoms 1 to 6: 0.005 -1.215 -1.535 -0.914 0.945 -0.486